{
  "formula": "C20H33AsN7O5S4Tc",
  "method": "ωB97M-V/def2-TZVPD",
  "e_homo_ev": [-13.84, -13.84],
  "e_lumo_ev": [-7.212, -7.210],
  "charge": 2,
  "homo_lumo_gap_ev": [6.628, 6.630],
  "molar_mass_da": 752.72,
  "symbols": ["Tc", "N", "N", "C", "O", "O", "H", "H", "H", "S", "As", "S", "S", "S", "C", "N", "C", "C", "C", "O", "H", "H", "H", "H", "H", "H", "H", "H", "H", "C", "C", "C", "C", "N", "C", "N", "N", "N", "H", "H", "H", "H", "H", "H", "H", "H", "H", "H", "C", "C", "C", "C", "C", "C", "C", "C", "C", "C", "O", "O", "H", "H", "H", "H", "H", "H", "H", "H", "H", "H", "H"],
  "coordinates": [[-0.537, 0.325, 1.141], [1.589, -0.310, 1.552], [1.912, -0.081, 2.937], [0.843, -0.021, 3.884], [1.117, -0.087, 5.048], [-0.253, 0.422, 3.317], [1.729, -1.235, 1.243], [2.174, 0.259, 0.977], [2.693, -0.573, 3.360], [-1.555, 0.816, 4.547], [-3.265, 1.221, 3.292], [-2.269, 1.779, 1.402], [-3.032, -2.355, 3.903], [-4.218, -1.123, 2.936], [-1.244, 1.422, -2.478], [-0.197, 0.458, -2.749], [0.206, 0.242, -4.101], [0.116, -0.435, -1.823], [1.011, -1.571, -2.120], [-0.403, -0.393, -0.679], [-2.030, 0.930, -1.873], [-1.452, 1.760, -3.475], [-0.831, 2.230, -1.782], [1.327, 0.156, -4.125], [-0.173, 1.172, -4.843], [-0.236, -0.597, -4.684], [0.740, -2.319, -2.805], [1.252, -2.038, -1.199], [1.942, -1.109, -2.534], [-0.822, 6.691, 0.162], [0.432, 6.354, -0.739], [-0.037, 5.731, -2.015], [1.485, 5.608, 0.074], [1.212, 4.110, 0.179], [0.250, 3.407, 0.766], [0.521, 2.114, 0.539], [1.573, 2.114, -0.282], [1.996, 3.288, -0.481], [-1.402, 7.329, -0.494], [-0.603, 7.212, 1.172], [-1.396, 5.775, 0.343], [0.868, 7.327, -0.970], [-0.488, 4.764, -1.803], [0.857, 5.614, -2.674], [-0.727, 6.376, -2.553], [1.542, 6.014, 1.041], [2.467, 5.580, -0.396], [-0.580, 3.738, 1.277], [1.487, -6.218, -1.748], [0.685, -5.298, -0.779], [1.275, -4.818, 0.386], [0.620, -3.959, 1.290], [1.089, -3.636, 2.674], [-0.648, -3.596, 0.967], [-1.333, -4.034, -0.153], [-2.746, -3.626, -0.322], [-0.603, -4.829, -1.041], [-1.426, -2.647, 1.826], [-2.094, -3.250, 2.775], [-1.226, -1.446, 1.863], [1.801, -7.169, -1.298], [2.422, -5.684, -1.905], [1.087, -6.471, -2.749], [2.211, -5.307, 0.601], [1.001, -2.525, 2.928], [2.224, -3.788, 2.800], [0.632, -4.294, 3.393], [-2.754, -2.493, -0.114], [-3.397, -4.098, 0.354], [-3.185, -3.763, -1.316], [-1.227, -5.146, -1.843]]
}